DFT (ωB97M-V/def2-TZVPD) results for an isolated molecule of C6H10N2 in a non-equilibrium geometry.

Geometry (Å):
1 C 3.381 -0.654 0.291
2 C 2.402 -0.026 -0.378
3 C 1.100 0.094 0.239
4 C 0.304 1.350 0.090
5 C -0.130 0.211 -0.739
6 N -1.438 -0.430 -0.591
7 N -2.386 0.236 -0.120
8 C -3.504 -0.495 0.328
9 H 4.213 -1.106 -0.062
10 H 3.212 -0.885 1.326
11 H 2.551 0.280 -1.407
12 H 1.171 -0.386 1.172
13 H 0.774 2.118 -0.348
14 H -0.292 1.570 0.833
15 H 0.098 0.076 -1.806
16 H -4.317 -0.167 -0.254
17 H -3.368 -1.638 0.109
18 H -3.771 -0.150 1.316

DFT total energy in eV: -9359.998
M in g/mol: 110.2
SMILES: C=C[C@H]1C[C@@H]1/N=N/C
Relative energy (zero: lowest compared OMol25 entry of this formula, charge and spin) in kJ/mol: 428.33
Orbital gap in Ha: 0.35027
Maximum force in eV/Å: 5.0